{"formula": "CH2ClNOS", "method": "ωB97M-V/def2-TZVPD", "mol_weight_da": 111.6, "relative_energy_kj_mol": 84.49, "lumo_energy_ev": -0.812, "symbols": ["C", "N", "O", "S", "Cl", "H", "H"], "positions_angstrom": [[-0.914, -0.054, 0.000], [0.285, 0.625, 0.001], [2.691, 0.973, 0.000], [1.668, -0.037, -0.001], [-0.736, -1.878, 0.000], [-1.497, 0.186, -0.893], [-1.498, 0.186, 0.893]], "forces_ev_per_a": [[-1.0, -0.9, 0.0], [1.7, 0.1, 0.0], [0.6, -0.1, 0.0], [-1.2, 0.9, 0.0], [-0.3, 0.0, 0.0], [0.1, 0.0, 0.2], [0.1, 0.0, -0.2]], "nbo_charge": [-0.195, -0.744, -0.848, 1.468, -0.131, 0.225, 0.225]}

---

{"formula": "C5H9NO", "method": "ωB97M-V/def2-TZVPD", "mol_weight_da": 99.1, "relative_energy_kj_mol": 293.11, "lumo_energy_ev": 0.990, "symbols": ["C", "C", "O", "C", "C", "N", "C", "H", "H", "H", "H", "H", "H", "H", "H", "H"], "positions_angstrom": [[-1.364, 1.002, 1.611], [-1.464, -0.262, 0.795], [-2.461, -0.951, 0.761], [-0.253, -0.696, 0.019], [1.141, -0.430, 0.451], [0.527, 0.250, -0.724], [1.130, -0.084, -1.979], [-1.097, 1.842, 0.963], [-2.318, 1.193, 2.105], [-0.570, 0.902, 2.359], [-0.410, -1.639, -0.501], [1.845, -1.248, 0.262], [1.389, 0.569, 0.758], [2.084, 0.459, -2.039], [0.482, 0.253, -2.785], [1.340, -1.159, -2.056]], "forces_ev_per_a": [[-0.1, 0.0, 0.0], [-0.3, -0.1, -0.1], [0.3, 0.3, 0.1], [-0.4, 0.0, -0.3], [0.3, 0.8, -1.1], [-0.3, -0.2, -0.6], [-0.1, -0.2, -0.5], [0.0, -0.1, 0.1], [0.1, 0.0, -0.1], [-0.1, 0.0, -0.1], [0.1, -0.2, 0.3], [0.0, 0.6, 0.1], [0.7, -0.6, 2.7], [-0.3, -0.2, -0.1], [0.1, -0.1, -0.2], [-0.1, 0.0, -0.2]], "nbo_charge": [-0.729, 0.587, -0.529, -0.180, -0.332, -0.383, -0.410, 0.244, 0.238, 0.236, 0.216, 0.205, 0.266, 0.201, 0.204, 0.167]}